The following is a quantum chemistry calculation of the ion C3H5O2S with charge -1 at a distorted geometry, from the Open Molecules 2025 dataset.

XYZ file:
```
11
Properties=species:S:1:pos:R:3:nbo_charge:R:1
C 1.51 -0.08 0.04 -0.444
C -1.11 1.27 -0.50 -1.148
C 0.66 -0.69 0.86 -0.395
O -1.69 -1.54 0.19 -1.016
O -1.58 0.36 2.02 -0.983
S -1.08 -0.04 0.68 1.920
H 2.50 -0.49 0.11 0.173
H 1.21 0.82 -0.52 0.253
H -1.56 2.14 -0.05 0.203
H -1.52 1.17 -1.53 0.214
H 0.81 -1.60 1.45 0.223
```

HOMO energy   -3.346 eV
Total charge   -1
Structure (SMILES)   C=C[S@@](=C)(=O)[O-]
F_max   5.7 eV/A
Energy relative to the best compared isomer or geometry (same formula, charge and spin)   430.0 kJ/mol
Gap between HOMO and LUMO   7.5 eV